[1]
Below is 2 unconnected molecules or ions with the total composition C31H39BrClF4N4O5P2, with properties calculated with wB97M-V/def2-TZVPD.

Max |F| in eV/Å: 0.98
Multiplicity: 1
HOMO level in eV: -10.016
E_tot in eV: -160986.8221
Total charge: +1

XYZ file:
```
87
C31H39BrClF4N4O5P2 (wB97M-V/def2-TZVPD)
C -1.8190 1.5134 2.1321
C -1.1609 0.3595 1.4141
F -1.7886 -0.8334 1.8075
C -1.2445 0.4605 -0.1081
C -0.2100 -0.3908 -0.8032
C -0.4850 -1.7556 -0.8686
C 0.4202 -2.6515 -1.4012
C 1.6203 -2.2101 -1.9826
C 2.6066 -3.2385 -2.4759
C 3.4781 -3.7720 -1.3220
C 3.9750 -2.6854 -0.3610
C 3.4179 -2.8837 1.0465
N 3.5284 -1.6888 1.8628
C 4.5557 -0.7805 1.8863
C 4.2539 0.2144 2.7789
C 2.9821 -0.0914 3.3332
C 2.5707 -1.2637 2.7503
C 1.8879 -0.8289 -2.0123
P 3.4315 -0.4811 -3.0250
O 4.3165 0.2466 -1.8799
Cl 2.6656 1.0132 -4.2479
C 0.9917 0.0884 -1.3687
P 1.2625 1.9021 -1.2525
N 2.5642 2.5735 -1.7037
O 0.9058 2.2776 0.2851
O -0.0141 2.3881 -2.0894
C 0.0247 -4.0996 -1.3176
O 0.3051 -4.9266 -2.1476
C -0.8017 -4.5215 -0.1354
C -0.5766 -5.9365 0.3251
C -0.1047 -6.0628 1.7704
C 1.0963 -5.1988 2.1040
Br 0.3792 -7.9500 2.0382
C -1.6934 -3.6311 0.3167
C -2.6211 -3.8813 1.4859
F -3.0828 -5.1474 1.5024
F -1.9417 -3.7093 2.6445
F -3.6686 -3.0663 1.5085
C -1.7913 -2.3296 -0.4098
O -2.8502 -1.8354 -0.6964
H -2.0744 1.2048 3.1429
H -2.7411 1.7990 1.6248
H -1.1481 2.3675 2.1820
H -0.1215 0.2378 1.7311
H -2.2377 0.1347 -0.4001
H -1.1691 1.5025 -0.3823
H 2.0817 -4.0710 -2.9216
H 3.2474 -2.8385 -3.2528
H 4.3310 -4.2848 -1.7633
H 2.9331 -4.5396 -0.7678
H 5.0626 -2.6866 -0.3226
H 3.6363 -1.6980 -0.6578
H 3.8892 -3.7364 1.5345
H 2.3464 -3.0668 0.9547
H 5.4305 -0.8933 1.2708
H 4.8767 1.0622 3.0057
H 2.4339 0.4552 4.0803
H 1.6734 -1.8387 2.9107
H 5.0812 0.6689 -2.2932
H 3.0552 3.0563 -0.9644
H 1.2247 1.6002 0.8966
H 0.0886 3.3375 -2.2423
H -1.4951 -6.5069 0.1974
H 0.1595 -6.3919 -0.3310
H -0.9063 -5.9239 2.4833
H 1.9849 -5.5759 1.5992
H 1.2980 -5.2290 3.1717
H 0.9082 -4.1673 1.8033
C -1.5879 4.6180 -0.0442
C -3.0470 4.5791 -0.4495
N -3.6002 5.9249 -0.7038
C -3.2527 7.0950 -0.0699
C -4.0363 8.0733 -0.5852
N -4.8494 7.4874 -1.5266
C -4.5657 6.1901 -1.5762
C -5.8642 8.1668 -2.3378
H -1.4381 5.1056 0.9188
H -1.2217 3.5993 0.0473
H -0.9847 5.1411 -0.7881
H -3.6550 4.1064 0.3215
H -3.1718 4.0102 -1.3696
H -2.4884 7.1227 0.6840
H -4.0943 9.1268 -0.3788
H -5.0449 5.4687 -2.2159
H -6.8455 7.7547 -2.1191
H -5.6343 8.0441 -3.3928
H -5.8529 9.2221 -2.0875
```



[2]
Below is a molecular structure, C31H39N11O4S3Tl, with properties calculated with wB97M-V/def2-TZVPD.

Max |F| in eV/Å: 0.27
Multiplicity: 1
HOMO level in eV: -10.566
E_tot in eV: -94554.9485
Total charge: +1
ΔE to the lowest compared entry with this formula, charge and spin in kJ/mol: 0.0

XYZ file:
```
89
C31H39N11O4S3Tl (wB97M-V/def2-TZVPD)
Tl -1.1271 0.4993 -0.3705
C -2.3789 -0.4564 -3.6637
N -1.8789 -1.2730 -2.5603
C -0.6976 -2.0237 -2.9772
C 0.0573 -2.6048 -1.8083
C 0.4774 -3.9263 -1.7886
C 1.2354 -4.3721 -0.7178
C 1.5516 -3.4833 0.2959
C 1.0784 -2.1860 0.1971
N 0.3475 -1.7552 -0.8244
C -2.9134 -2.1803 -2.0752
C -4.0573 -1.4668 -1.3975
C -5.3280 -2.0338 -1.3854
C -6.3507 -1.3749 -0.7269
C -6.0789 -0.1649 -0.1037
C -4.7874 0.3256 -0.1684
N -3.7963 -0.3076 -0.7969
C -1.4475 0.6808 -4.0012
C -1.0812 0.9540 -5.3114
C -0.2396 2.0256 -5.5674
C 0.2124 2.7913 -4.5057
C -0.2029 2.4455 -3.2301
N -1.0108 1.4183 -2.9783
H -2.5493 -1.0665 -4.5636
H -3.3423 -0.0370 -3.3683
H -0.9580 -2.8192 -3.6910
H -0.0284 -1.3328 -3.4971
H 0.2114 -4.5915 -2.5994
H 1.5720 -5.3993 -0.6751
H 2.1412 -3.7880 1.1492
H 1.2910 -1.4542 0.9712
H -3.3081 -2.8068 -2.8905
H -2.4646 -2.8555 -1.3403
H -5.5010 -2.9747 -1.8912
H -7.3504 -1.7902 -0.7124
H -6.8497 0.3949 0.4080
H -4.5297 1.2693 0.3005
H -1.4464 0.3292 -6.1158
H 0.0633 2.2552 -6.5804
H 0.8751 3.6321 -4.6546
H 0.1296 3.0146 -2.3679
S -1.9533 -3.0538 1.3130
C -3.6125 -3.2438 1.4655
N -4.3474 -2.3889 2.2480
C -5.6630 -2.5473 2.4792
C -6.3246 -3.5915 1.9133
C -5.5558 -4.4080 1.0623
N -4.2770 -4.2466 0.8332
H -3.8858 -1.5540 2.6336
H -6.1231 -1.8051 3.1173
H -7.3745 -3.7648 2.0867
H -6.0296 -5.2326 0.5379
C 6.5487 2.9245 5.0277
C 5.9088 2.4487 3.7302
S 6.7351 3.2071 2.3452
O 8.0836 2.7161 2.3113
O 6.4628 4.6213 2.3874
C 5.8894 2.5555 0.9154
C 4.5985 3.3153 0.6236
N 3.6688 2.5187 -0.1770
C 2.6335 1.7886 0.3115
N 1.9775 1.1548 -0.6446
C 2.5994 1.4785 -1.8087
C 3.6370 2.3187 -1.5422
N 4.5685 2.8724 -2.4754
O 4.3185 2.7070 -3.6514
O 5.5567 3.4353 -2.0356
C 2.2767 1.7203 1.7557
H 6.0341 2.4753 5.8758
H 6.4824 4.0077 5.1163
H 7.5970 2.6347 5.0660
H 4.8563 2.7346 3.6707
H 6.0021 1.3694 3.6004
H 5.7156 1.4903 1.0779
H 6.6039 2.6610 0.0993
H 4.8201 4.2371 0.0977
H 4.0802 3.5833 1.5417
H 2.2935 1.1014 -2.7697
H 2.1659 2.7115 2.1973
H 3.0301 1.1749 2.3292
H 1.3249 1.2002 1.8466
N -1.1940 1.1791 4.5531
C -1.6807 0.2266 3.7301
N -1.0871 -0.9679 3.7553
S -2.9743 0.5608 2.6999
H -0.5692 0.9410 5.3060
H -1.7438 2.0150 4.6536
H -0.2911 -1.1441 4.3461
H -1.3223 -1.6494 3.0283
```



[3]
Below is 2 unconnected molecules or ions with the total composition C31H39N3P in a non-equilibrium geometry, with properties calculated with wB97M-V/def2-TZVPD.

Max |F| in eV/Å: 4.60
Multiplicity: 1
HOMO level in eV: -9.718
E_tot in eV: -46532.3175
Total charge: +1
ΔE to the lowest compared entry with this formula, charge and spin in kJ/mol: 188.2

XYZ file:
```
74
C31H39N3P (wB97M-V/def2-TZVPD)
C -5.7923 0.4532 0.9135
N -4.7677 -0.2206 0.1545
C -5.1531 -0.6419 -1.1744
C -3.4262 -0.0410 0.4663
C -2.8520 -0.7221 1.5626
C -1.4783 -0.6719 1.7498
C -0.6934 0.1358 0.9224
C 0.7754 0.2055 1.2214
C 1.6686 1.2712 0.6128
C 2.9403 0.7221 0.3689
C 3.9567 1.4819 -0.2184
C 3.6808 2.8183 -0.5389
C 2.4356 3.3826 -0.2279
C 1.4374 2.6161 0.3862
C 2.8963 -0.7163 0.6410
C 1.5906 -1.0624 1.0600
C 1.2071 -2.3770 1.2441
C 2.1450 -3.3857 0.9844
C 3.4451 -3.0492 0.5686
C 3.8241 -1.7178 0.4106
C -1.2690 0.9129 -0.0645
C -2.6237 0.7881 -0.3504
H -5.4127 0.7093 1.9124
H -6.1011 1.3763 0.3933
H -6.6548 -0.2180 0.9842
H -4.3862 -1.2942 -1.6130
H -6.0916 -1.1951 -1.0847
H -5.3150 0.2167 -1.8400
H -3.5029 -1.3261 2.1917
H -1.0321 -1.2305 2.5751
H 4.8969 1.0044 -0.4635
H 4.4224 3.4075 -1.0762
H 2.2429 4.4408 -0.4555
H 0.5085 3.0790 0.7404
H 0.2101 -2.5934 1.6359
H 1.8356 -4.4208 1.1136
H 4.1294 -3.8558 0.3216
H 4.8128 -1.4430 0.0514
H -0.6376 1.6270 -0.6015
H -3.0566 1.3486 -1.1789
C -2.7788 2.3055 4.7757
C -1.7585 1.4857 5.5562
C -1.8926 1.7348 7.0534
C -1.9471 0.0030 5.2485
N -0.3785 1.8658 5.2210
P 0.9000 0.9996 6.0206
H 0.8186 0.4190 2.2565
N 1.9493 2.0542 5.1191
C 3.3958 1.8980 5.3324
C 4.2057 2.9009 4.5220
C 3.7867 0.4760 4.9406
C 3.6002 2.1288 6.8248
C 1.3564 3.3165 5.1287
C 0.0016 3.2068 5.1844
H -2.6845 2.1619 3.6901
H -3.7747 1.9466 5.0772
H -2.7297 3.3793 5.0032
H -1.1057 1.1880 7.5973
H -1.7866 2.8076 7.2648
H -2.8698 1.3876 7.3954
H -1.1893 -0.6253 5.7395
H -2.9409 -0.2833 5.6247
H -1.9205 -0.1790 4.1649
H 4.0155 3.9421 4.8156
H 5.2645 2.6882 4.7297
H 4.0462 2.7940 3.4401
H 3.2205 -0.2797 5.5009
H 3.6438 0.3055 3.8636
H 4.8541 0.3601 5.1744
H 2.9573 1.4500 7.4076
H 4.6430 1.9453 7.0857
H 3.3329 3.1630 7.0806
H 1.9403 4.2187 5.1208
H -0.7202 4.0024 5.2255
```



- What is the formula in the second record?
  C31H39N11O4S3Tl